Entry 1:
Below is a cluster of 2 separate species, C3H9NO4S in total, with properties calculated with wB97M-V/def2-TZVPD.

Atoms and positions in Å:
C (0.75654, -1.24877, 1.48401)
C (-0.35843, -1.20809, 0.39484)
C (0.03079, 0.65495, -1.22865)
N (-1.14789, 0.70460, -1.93158)
O (1.25341, 1.72965, 0.84818)
O (0.18879, 3.35595, -0.77047)
O (0.29699, -0.59025, 2.57372)
O (-1.66967, -0.92809, 0.80573)
S (0.02728, 1.84220, 0.07790)
H (0.98164, -2.32604, 1.70917)
H (1.65529, -0.80087, 1.17103)
H (-0.44059, -2.11797, -0.16973)
H (0.96350, 0.02993, -1.57903)
H (-1.49426, -0.19069, -2.27323)
H (-1.86056, 1.03548, -1.28586)
H (0.26839, 4.14998, -0.27934)
H (0.95455, 0.18649, 2.84496)
H (-1.65549, -0.66316, 1.70674)

Results
Relative energy (zero: lowest compared OMol25 entry of this formula, charge and spin) in kcal per mole: 93.38
E in a.u.: -873.43493
Highest occupied orbital energy (alpha / beta) in hartree: -0.280 / -0.277
Total charge: 0
Orbital gap (alpha / beta) in eV: 7.752 / 8.078

Mulliken atomic charge list, values in e, 5 entries: -0.24, -0.32, -0.17, -0.54, -0.58

Entry 2:
Below is a structure of composition CH4INO2S, with properties calculated with wB97M-V/def2-TZVPD.

Atoms and positions in Å:
C (1.52595, 0.78206, -1.00578)
N (-1.18205, -0.10279, 1.18273)
O (-3.31854, 0.60695, -0.25026)
O (-1.39929, 2.06979, 0.18548)
S (-1.85936, 0.66543, -0.27736)
I (0.91804, 2.15964, 0.33723)
H (1.96132, -0.16901, -0.82184)
H (1.95851, 1.32089, -1.81321)
H (-1.12312, -1.15086, 0.96022)
H (-1.61304, -0.07577, 2.04119)

Results
Relative energy (zero: lowest compared OMol25 entry of this formula, charge and spin) in kcal per mole: 92.98
E in a.u.: -941.43673
Highest occupied orbital energy in hartree: -0.326
Total charge: 0
Orbital gap in eV: 6.644

Mulliken atomic charge list, values in e, 5 entries: -0.70, -0.59, -0.55, -0.58, 0.70